No. 1
The following is a quantum chemistry calculation of a molecular structure, C16H12F6IN3O6PdS2, from OMol25.

Structure (XYZ):
```
47
Properties=species:S:1:pos:R:3:mulliken_charge:R:1
I -2.683 2.834 -0.792 0.1683
Pd -0.859 0.784 -1.034 0.4275
S 1.925 1.281 -1.244 1.1287
S 0.546 0.477 -3.514 1.4358
F 2.308 0.999 -5.358 -0.2045
F 0.380 0.372 -6.107 -0.2062
F 0.636 2.374 -5.332 -0.2045
F 4.346 0.839 -0.378 -0.2009
F 3.980 0.165 -2.403 -0.2030
F 4.235 2.274 -1.988 -0.2045
O -1.115 -2.149 4.132 -0.5417
O -0.887 0.723 -3.327 -0.6996
O 1.755 2.435 -0.415 -0.6749
O 0.991 -0.878 -3.450 -0.5938
O -1.732 -1.230 -1.010 -1.1703
O 1.525 -0.005 -0.709 -0.5346
N -1.120 0.638 0.950 0.2747
N 1.366 1.542 -2.687 -0.4733
N -0.098 -4.214 -0.011 -0.6657
C 0.015 -2.589 3.382 -0.8346
C -0.621 2.005 2.927 -0.2131
C -1.874 2.964 1.135 -0.0544
C -1.966 4.161 1.825 -0.5499
C -0.757 -3.552 -2.248 -0.9647
C -1.065 -0.471 1.618 -0.3304
C 0.049 -3.976 1.319 -1.1521
C 1.001 1.108 -5.189 0.4993
C -1.086 -2.034 -0.257 0.8391
C -0.824 -1.765 1.098 -0.3773
C 3.742 1.133 -1.525 0.5235
C -0.617 -3.304 -0.783 0.6021
C -1.226 1.861 1.676 0.6117
C -1.389 4.277 3.078 -0.5481
C -0.708 3.198 3.621 -0.8790
C -0.275 -2.794 1.920 0.8415
H -1.813 -3.597 -2.525 0.3063
H -0.044 1.189 3.339 0.5047
H 0.422 -3.516 3.796 0.4022
H 0.478 -4.782 1.903 0.3712
H -0.321 -2.727 -2.811 0.0640
H 0.776 -1.817 3.518 0.3214
H -2.476 5.003 1.378 0.3873
H -1.189 -0.414 2.695 1.2783
H -1.449 5.215 3.612 0.3918
H -0.222 3.288 4.583 0.3909
H -1.789 -2.837 4.098 0.3381
H -0.271 -4.489 -2.507 0.3728
```

Values from the calculation:
2S+1 = 1
lowest unoccupied orbital energy (alpha / beta) = -2.05 / -2.40 eV
HOMO level (alpha / beta) = -8.4 / -8.3 eV
charge = 0
frontier orbital gap (alpha / beta) = 6.32 / 5.92 eV

=====

No. 2
The following is a quantum chemistry calculation of a molecular structure, C16H12IN2O8S4SbW, from OMol25.

Structure (XYZ):
```
45
Properties=species:S:1:pos:R:3:mulliken_charge:R:1
W -1.328 1.322 0.398 1.4468
I 1.065 3.004 -2.351 0.0928
Sb -3.799 -0.147 2.094 0.9063
S -4.021 -1.744 3.751 -0.5352
S -6.095 -0.066 2.327 -0.5394
S -2.871 -0.784 0.067 -0.4667
S -2.550 1.775 2.539 -0.5034
O 1.716 2.985 2.527 -0.6865
O -2.112 1.783 -1.351 -0.3900
O -1.050 3.421 0.467 -0.7806
O -0.063 5.072 1.620 -0.7119
O 4.091 -1.037 -0.778 -0.5730
O -0.645 -0.220 1.676 -0.0075
O 0.625 1.726 1.028 -0.4181
O -2.982 2.100 -0.273 -0.5013
N 1.891 -2.271 3.033 -0.7587
N -0.031 0.216 -1.035 0.2671
C 2.385 -1.968 0.703 0.6523
C 1.224 -1.163 0.547 0.3048
C -1.389 -0.673 -4.366 -0.9999
C -0.159 3.916 1.265 0.4461
C 0.830 -0.703 -0.751 0.1960
C -1.056 -0.723 -3.025 0.3043
C 0.428 -0.917 1.678 0.5691
C 2.667 -2.472 1.941 -0.8212
C 3.337 -2.201 -0.433 -0.8407
C 0.020 1.410 -3.194 0.1197
C -0.347 0.314 -2.426 -0.8565
C -1.012 0.423 -5.129 -0.4613
C 0.844 2.821 1.707 0.5649
C -0.037 -1.268 4.118 -0.8941
C -0.306 1.461 -4.542 -0.3244
C 0.818 -1.529 2.921 0.2365
H -1.275 0.479 -6.179 0.3679
H 2.810 -2.564 -1.323 0.2828
H 4.056 -2.972 -0.149 0.3590
H 1.299 -1.192 -1.605 0.3878
H -0.010 2.322 -5.126 0.3474
H -1.377 -1.546 -2.397 0.4225
H 3.594 -0.263 -0.487 0.4678
H -1.050 -1.648 3.961 0.0179
H 0.407 -1.738 4.993 0.3855
H -1.958 -1.480 -4.807 0.3678
H 3.561 -3.069 2.095 0.3092
H -0.143 -0.192 4.272 0.2480
```

Values from the calculation:
2S+1 = 3
lowest unoccupied orbital energy (alpha / beta) = 3.84 / 3.49 eV
HOMO level (alpha / beta) = -2.3 / -3.0 eV
charge = -2
⟨S²⟩ = 2.02
frontier orbital gap (alpha / beta) = 6.09 / 6.45 eV

=====

No. 3
The following is a quantum chemistry calculation of a molecular structure, C16H12N2O6Tl, from OMol25.

Structure (XYZ):
```
37
Properties=species:S:1:pos:R:3:mulliken_charge:R:1
Tl -0.077 -0.015 -3.570 2.3141
O -0.083 -0.019 -7.256 0.0425
O 2.685 -1.660 -3.136 -0.0233
O 1.560 2.751 -3.136 -0.0240
O -0.297 -0.086 -1.067 -0.7372
O -1.728 -2.785 -3.132 -0.0138
O -2.856 1.625 -3.136 -0.0203
N 1.361 0.202 1.845 -0.0526
N 0.265 0.027 1.095 0.2449
C 3.838 0.480 1.512 -1.7883
C -3.864 -0.471 2.197 -0.4721
C -1.142 -0.155 1.483 0.5910
C 1.704 -1.086 -3.296 0.0542
C 0.638 0.049 -0.222 1.0520
C 2.060 0.235 -0.260 -0.5103
C -2.001 -0.983 0.721 -0.0910
C 1.352 0.187 3.284 -0.9390
C -3.023 0.367 2.942 -0.7474
C -3.345 -1.140 1.081 -0.7745
C -1.143 -1.812 -3.301 0.0335
C 2.449 0.311 1.041 0.3389
C -1.676 0.538 2.581 -0.2569
C -0.083 -0.019 -6.116 0.2611
C 0.975 1.775 -3.292 0.0951
C -1.876 1.050 -3.296 0.0758
H 0.871 -0.717 3.672 0.4188
H 4.138 -0.376 2.106 0.4351
H 3.926 1.401 2.077 0.4213
H 0.867 1.076 3.689 0.3338
H -1.065 1.219 3.167 0.2751
H 2.385 0.198 3.628 0.3499
H 4.488 0.542 0.641 0.3850
H -4.912 -0.596 2.482 0.4205
H 2.652 0.299 -1.183 0.0475
H -3.418 0.903 3.805 0.4160
H -1.634 -1.519 -0.148 0.4610
H -3.989 -1.796 0.497 0.3835
```

Values from the calculation:
2S+1 = 1
lowest unoccupied orbital energy = -13.15 eV
HOMO level = -16.7 eV
charge = +3
frontier orbital gap = 3.58 eV

=====

No. 4
The following is a quantum chemistry calculation of a molecular structure, C16H12N3OPtS2, from OMol25.

Structure (XYZ):
```
35
Properties=species:S:1:pos:R:3:mulliken_charge:R:1
Pt 0.335 -0.339 2.112 0.6095
S -0.930 -1.963 1.333 -0.1766
S -1.133 1.294 1.933 -0.2670
O 1.878 0.811 2.974 -0.6957
N -4.501 2.945 2.001 -0.3852
N -4.576 0.480 -1.771 -0.4577
N 3.929 1.076 3.779 -0.3676
C -1.018 -2.226 -2.222 -0.6130
C -4.007 2.198 1.282 -0.4697
C 0.580 -0.674 -3.291 -1.0765
C -4.090 0.852 -0.798 -0.1049
C -0.343 -0.951 -2.277 1.1137
C -3.386 1.272 0.382 0.4943
C -0.632 0.071 -1.327 1.2360
C -1.859 -2.515 -1.222 -1.0066
C 3.542 -0.773 2.249 -1.3338
C 3.064 0.418 3.021 1.1215
C 1.178 0.562 -3.366 -0.4441
C -0.022 1.349 -1.446 -0.5734
C -2.135 0.812 0.596 0.8597
C 0.874 1.586 -2.446 -1.0039
C -2.088 -1.540 -0.146 0.5642
C -1.582 -0.202 -0.343 -0.9413
H 4.621 -0.900 2.295 0.3454
H 4.894 0.803 3.838 0.2021
H -0.841 -2.931 -3.023 0.4647
H 1.345 2.554 -2.541 0.4440
H 0.806 -1.437 -4.023 0.4482
H -3.066 -1.586 0.322 0.6489
H 3.232 -0.663 1.209 0.3429
H -2.374 -3.464 -1.159 0.4867
H 3.611 1.874 4.308 0.2466
H -0.267 2.120 -0.728 0.5140
H 3.074 -1.675 2.652 0.3433
H 1.886 0.761 -4.160 0.4311
```

Values from the calculation:
2S+1 = 1
lowest unoccupied orbital energy = -5.45 eV
HOMO level = -11.8 eV
charge = +1
frontier orbital gap = 6.36 eV

=====

No. 5
The following is a quantum chemistry calculation of a molecular structure, C16H12N4O2PdS2, from OMol25.

Structure (XYZ):
```
37
Properties=species:S:1:pos:R:3:mulliken_charge:R:1
Pd -0.847 -0.329 0.786 -0.3045
S -0.491 0.400 3.027 -0.2924
S 1.073 0.915 0.665 0.0588
O 2.298 6.043 -0.232 -0.5148
O -2.886 6.251 0.756 -0.5225
N 2.587 0.578 0.236 -0.4770
N 3.767 3.348 2.735 -0.5499
N 0.618 2.949 5.532 -0.4945
N -1.655 1.539 -0.454 -0.6322
C 0.509 2.513 0.015 0.5483
C -2.962 1.667 -0.656 -0.5092
C 2.755 3.671 -0.301 0.8070
C 1.009 2.598 4.507 -0.3285
C -3.597 5.352 -0.068 -0.8227
C 0.822 1.307 2.463 0.5603
C 1.343 3.561 -0.215 -0.1353
C 3.307 5.074 -0.437 -0.9074
C 1.509 2.232 3.224 0.5005
C -2.922 4.008 -0.230 0.5874
C 3.601 1.320 -0.130 -0.1452
C 2.740 2.850 2.909 0.2916
C -1.561 3.884 -0.030 -0.5604
C 3.713 2.692 -0.358 -0.4542
C -0.940 2.638 -0.158 0.1710
C -3.641 2.869 -0.569 -0.6907
H -2.821 5.881 1.644 0.3228
H -0.995 4.757 0.266 0.6961
H -4.708 2.911 -0.744 0.4256
H -3.658 5.836 -1.046 0.2769
H 3.745 5.191 -1.436 0.2845
H 4.103 5.171 0.304 0.4991
H 2.689 6.817 0.180 0.3183
H 0.845 4.490 -0.468 0.4425
H -4.621 5.204 0.289 0.4016
H 4.715 3.039 -0.585 0.3351
H -3.491 0.753 -0.896 0.3977
H 4.489 0.717 -0.297 0.4164
```

Values from the calculation:
2S+1 = 1
lowest unoccupied orbital energy = -2.29 eV
HOMO level = -6.8 eV
charge = 0
frontier orbital gap = 4.54 eV

=====

No. 6
The following is a quantum chemistry calculation of a molecular structure, C16H12N6O8PdSe, from OMol25.

Structure (XYZ):
```
44
Properties=species:S:1:pos:R:3:mulliken_charge:R:1
Pd 0.318 0.098 -0.015 1.0462
Se 0.103 -1.015 -3.231 0.3361
O 0.536 0.030 2.013 -0.6750
O -1.789 -0.633 0.544 -0.6025
O -3.478 -5.119 4.073 -0.5020
O -2.211 -4.099 5.523 -0.4948
O -1.365 -2.951 -1.126 -0.5051
O -0.653 0.585 3.840 -0.4990
O -0.714 2.538 1.074 -0.4928
O -3.066 -4.216 -0.698 -0.4815
N 0.113 0.127 -4.549 -0.6591
N 2.234 0.577 -0.118 0.3814
N 4.372 0.495 -0.420 -0.0559
N -2.221 -3.423 -0.402 0.9064
N -2.679 -4.286 4.430 0.9786
N 0.227 0.319 -2.001 -0.3621
C -2.146 -2.968 0.997 -0.3266
C 2.781 1.701 0.462 -0.4817
C 0.348 2.782 -2.059 -0.3410
C 0.251 1.487 -2.640 1.4768
C 4.123 1.656 0.273 -0.6800
C -1.636 -2.173 3.733 -0.6492
C 0.371 3.851 -2.895 -0.7182
C -1.244 -1.326 2.711 0.8766
C -2.474 -3.787 1.992 -0.5131
C -2.246 -3.338 3.354 0.2507
C -0.381 -0.114 2.892 0.3230
C 0.209 2.519 -4.915 -0.6579
C 0.302 3.728 -4.325 -0.6124
C 0.186 1.356 -4.080 0.3739
C 3.216 -0.136 -0.641 -0.5878
C -1.691 -1.584 1.293 0.8741
H -1.426 -1.957 4.774 0.6304
H 2.181 2.438 0.965 0.5117
H -0.490 2.636 2.009 0.2847
H 0.153 2.387 -5.986 0.4800
H 3.118 -1.068 -1.171 0.4439
H -1.647 2.777 1.019 0.2625
H -2.885 -4.777 1.831 0.6339
H 4.904 2.335 0.565 0.4274
H 0.364 2.906 -0.988 0.3143
H 5.277 0.167 -0.717 0.2310
H 0.437 4.844 -2.470 0.4386
H 0.320 4.628 -4.924 0.4153
```

Values from the calculation:
2S+1 = 1
lowest unoccupied orbital energy (alpha / beta) = -11.25 / -11.26 eV
HOMO level (alpha / beta) = -14.6 / -14.6 eV
charge = +2
frontier orbital gap (alpha / beta) = 3.37 / 3.37 eV

=====

What did the first record say?
The following is a quantum chemistry calculation of a molecular structure, C16H12F6IN3O6PdS2, from OMol25.

Structure (XYZ):
```
47
Properties=species:S:1:pos:R:3:mulliken_charge:R:1
I -2.683 2.834 -0.792 0.1683
Pd -0.859 0.784 -1.034 0.4275
S 1.925 1.281 -1.244 1.1287
S 0.546 0.477 -3.514 1.4358
F 2.308 0.999 -5.358 -0.2045
F 0.380 0.372 -6.107 -0.2062
F 0.636 2.374 -5.332 -0.2045
F 4.346 0.839 -0.378 -0.2009
F 3.980 0.165 -2.403 -0.2030
F 4.235 2.274 -1.988 -0.2045
O -1.115 -2.149 4.132 -0.5417
O -0.887 0.723 -3.327 -0.6996
O 1.755 2.435 -0.415 -0.6749
O 0.991 -0.878 -3.450 -0.5938
O -1.732 -1.230 -1.010 -1.1703
O 1.525 -0.005 -0.709 -0.5346
N -1.120 0.638 0.950 0.2747
N 1.366 1.542 -2.687 -0.4733
N -0.098 -4.214 -0.011 -0.6657
C 0.015 -2.589 3.382 -0.8346
C -0.621 2.005 2.927 -0.2131
C -1.874 2.964 1.135 -0.0544
C -1.966 4.161 1.825 -0.5499
C -0.757 -3.552 -2.248 -0.9647
C -1.065 -0.471 1.618 -0.3304
C 0.049 -3.976 1.319 -1.1521
C 1.001 1.108 -5.189 0.4993
C -1.086 -2.034 -0.257 0.8391
C -0.824 -1.765 1.098 -0.3773
C 3.742 1.133 -1.525 0.5235
C -0.617 -3.304 -0.783 0.6021
C -1.226 1.861 1.676 0.6117
C -1.389 4.277 3.078 -0.5481
C -0.708 3.198 3.621 -0.8790
C -0.275 -2.794 1.920 0.8415
H -1.813 -3.597 -2.525 0.3063
H -0.044 1.189 3.339 0.5047
H 0.422 -3.516 3.796 0.4022
H 0.478 -4.782 1.903 0.3712
H -0.321 -2.727 -2.811 0.0640
H 0.776 -1.817 3.518 0.3214
H -2.476 5.003 1.378 0.3873
H -1.189 -0.414 2.695 1.2783
H -1.449 5.215 3.612 0.3918
H -0.222 3.288 4.583 0.3909
H -1.789 -2.837 4.098 0.3381
H -0.271 -4.489 -2.507 0.3728
```

Values from the calculation:
2S+1 = 1
lowest unoccupied orbital energy (alpha / beta) = -2.05 / -2.40 eV
HOMO level (alpha / beta) = -8.4 / -8.3 eV
charge = 0
frontier orbital gap (alpha / beta) = 6.32 / 5.92 eV

=====

Number 5 is which compound? C16H12N4O2PdS2